# 1
Formula: C29H25F6N2O4PS2W
Source: OMol25
Level of theory: ωB97M-V with the def2-TZVPD basis set

Each line ends with the Löwdin charge.
CARTESIAN COORDINATES (ANGSTROEM)
W  -0.75  -0.46  -0.53  1.471
F  -0.91  -1.67  -5.21  0.187
C  -2.09  -1.47  -4.64  -0.683
F  -2.28  -0.18  -4.41  0.171
F  -3.06  -1.96  -5.38  0.205
S  -2.08  -2.35  -3.01  0.720
O  -0.96  -1.71  -2.29  -0.429
O  -1.98  -3.75  -3.23  -0.180
N  -3.48  -1.90  -2.36  -0.246
S  -3.38  -1.04  -1.10  0.699
O  -2.63  -1.67  0.01  -0.357
O  -2.73  0.29  -1.27  -0.373
C  -5.15  -0.79  -0.59  -0.691
F  -5.68  -1.97  -0.38  0.212
F  -5.77  -0.15  -1.54  0.212
F  -5.12  -0.08  0.52  0.186
C  3.64  1.07  3.74  -0.042
C  3.47  -0.30  3.60  -0.044
C  2.85  -0.81  2.47  -0.069
C  2.38  0.06  1.50  -0.342
C  2.54  1.45  1.63  -0.090
C  3.18  1.94  2.76  -0.063
P  1.57  -0.50  0.01  1.028
C  0.87  -2.15  0.19  -0.435
C  0.10  -2.42  1.34  -0.123
C  -0.53  -3.65  1.49  -0.036
C  -0.38  -4.61  0.50  0.004
C  0.39  -4.37  -0.64  -0.022
C  1.01  -3.15  -0.80  -0.058
C  2.37  -0.13  -1.52  -0.304
C  3.69  -0.37  -1.87  -0.036
C  4.17  0.15  -3.08  -0.036
C  3.36  0.93  -3.87  0.023
C  2.02  1.22  -3.51  -0.147
C  1.19  2.09  -4.26  0.006
C  -0.07  2.38  -3.82  -0.044
C  -0.59  1.77  -2.66  -0.095
C  0.14  0.88  -1.91  -0.256
C  1.50  0.65  -2.33  -0.204
H  4.13  1.47  4.62  0.122
H  3.85  -0.97  4.36  0.121
H  2.74  -1.88  2.35  0.114
H  2.20  2.12  0.86  0.118
H  3.32  3.01  2.87  0.120
H  0.03  -1.68  2.13  0.110
H  -1.13  -3.85  2.37  0.129
H  -0.87  -5.57  0.62  0.132
H  0.50  -5.13  -1.39  0.132
H  1.59  -2.94  -1.69  0.129
H  4.34  -0.93  -1.22  0.124
H  5.19  -0.04  -3.38  0.121
H  3.75  1.37  -4.78  0.132
H  1.58  2.54  -5.16  0.129
H  -0.69  3.07  -4.38  0.120
H  -1.62  2.00  -2.39  0.094
C  -0.69  3.66  2.87  -0.010
C  -1.31  2.30  3.23  -0.565
C  -2.80  2.44  3.55  -0.014
C  -0.54  1.63  4.39  -0.011
C  -1.16  1.43  2.06  -0.025
N  -1.02  0.75  1.14  0.088
H  -0.79  4.32  3.74  0.107
H  -1.20  4.13  2.03  0.101
H  0.37  3.57  2.63  0.080
H  -2.90  3.08  4.42  0.105
H  -3.25  1.47  3.79  0.097
H  -3.35  2.89  2.73  0.098
H  -0.61  2.29  5.26  0.107
H  0.51  1.49  4.14  0.077
H  -0.98  0.67  4.65  0.098

Output
* Kohn-Sham gap (alpha / beta): 6.4 / 6.6 eV
* E: -90723.018 eV
* charge: +2
* spin multiplicity: 3
* ΔE to the lowest compared entry with this formula, charge and spin: 0.000 eV



# 2
Formula: C6H6ClN3
Source: OMol25
Level of theory: ωB97M-V with the def2-TZVPD basis set

Each line ends with the Löwdin charge.
CARTESIAN COORDINATES (ANGSTROEM)
Cl  2.52  -0.61  1.69  0.638
C  0.89  -0.01  1.88  -0.513
C  -0.13  -1.16  1.81  -0.177
N  -0.58  -1.71  0.76  0.060
C  -0.09  -1.43  -0.48  -0.225
N  0.08  0.00  -0.68  -0.146
N  -0.17  0.58  -1.87  0.095
C  -0.06  1.85  -1.60  -0.168
C  0.24  2.09  -0.26  -0.060
C  0.32  0.87  0.31  -0.113
H  0.78  0.52  2.80  0.063
H  -0.56  -1.36  2.75  0.091
H  0.90  -1.91  -0.86  0.163
H  -0.83  -1.78  -1.25  0.130
H  -0.33  2.63  -2.32  0.109
H  0.12  2.91  0.30  0.054

Output
* Kohn-Sham gap: 9.5 eV
* SMILES: Cl[C@@H]1C=NCn2nccc21
* E: -23308.844 eV
* charge: 0
* ΔE to the lowest compared entry with this formula, charge and spin: 1.920 eV